A 12-piece molecular cluster, C55H128F15N7O17 overall. Source: the OMol25 dataset; level of theory: ωB97M-V/def2-TZVPD.

```
! RIJCOSX wB97M-V def2-TZVPD def2/J DEFGRID3
* xyz 2 1
C -5.89611 3.19288 0.68418
N -6.02959 2.11289 -0.31642
C -7.08961 2.43855 -1.30433
C -4.78109 1.92806 -1.15385
C -6.35002 0.86795 0.46835
C -5.97957 -0.53681 0.09790
O -4.60618 -0.80380 0.29311
H -6.83423 3.23089 1.25041
H -5.62749 4.19010 0.21305
H -5.12363 2.91881 1.38991
H -8.03935 2.54639 -0.77569
H -7.17645 1.55825 -1.94945
H -6.79959 3.37597 -1.78771
H -4.49923 2.78720 -1.69579
H -4.86285 1.01904 -1.79097
H -4.05285 1.55667 -0.46429
H -7.41511 0.84027 0.52774
H -5.94212 1.04286 1.44130
H -6.27398 -0.81522 -0.92485
H -6.57702 -1.14074 0.78577
H -4.44752 -0.22177 1.19879
C -0.75345 -1.99932 5.97539
N 0.50366 -1.29474 6.35553
C 0.52855 0.11209 5.70516
C 0.58146 -1.15284 7.82385
C 1.71449 -2.09533 5.87406
C 2.02794 -3.39662 6.69871
O 0.94483 -4.31358 6.47975
H -0.89264 -1.95460 4.93754
H -1.56939 -1.50082 6.48460
H -0.75341 -3.04729 6.22432
H 0.76662 -0.01992 4.62942
H 1.33845 0.63522 6.24389
H -0.47290 0.54754 5.83626
H -0.16558 -0.44410 8.13618
H 1.58232 -0.72925 8.05110
H 0.42079 -2.06390 8.26410
H 2.55527 -1.38531 5.80073
H 1.47571 -2.40815 4.87599
H 2.09663 -3.24511 7.79691
H 2.98557 -3.83682 6.35041
H 1.13989 -4.97727 5.84072
C 1.49300 -4.05586 -6.57800
N 0.33575 -3.68168 -5.66315
C 0.51833 -4.43616 -4.37397
C 0.49427 -2.24418 -5.40267
C -1.06042 -4.08886 -6.17080
C -1.60683 -3.38884 -7.39298
O -0.65775 -3.15158 -8.46343
H 1.45410 -3.48807 -7.45426
H 1.30555 -5.08134 -6.83067
H 2.43584 -3.93935 -5.90990
H -0.28833 -4.05056 -3.70953
H 1.44891 -4.10126 -3.96610
H 0.46046 -5.50926 -4.55915
H 0.78920 -1.71780 -6.39522
H 1.27328 -2.01555 -4.58706
H -0.42328 -1.90699 -5.00114
H -1.74008 -3.78330 -5.36995
H -1.04451 -5.18431 -6.19965
H -2.06389 -2.45297 -7.13534
H -2.45673 -3.99388 -7.74143
H -0.86319 -3.75731 -9.13519
C 5.18147 -3.14700 1.40440
N 5.74189 -3.41655 2.75066
C 5.31616 -2.32596 3.73646
C 5.15117 -4.75899 3.27005
C 7.24574 -3.40239 2.77190
C 7.79067 -4.37386 1.75038
O 7.76627 -3.62557 0.50448
H 4.07799 -3.27617 1.53906
H 5.57695 -3.89141 0.74052
H 5.54280 -2.14412 1.13107
H 5.72495 -1.35744 3.34556
H 5.76969 -2.58714 4.70250
H 4.22689 -2.46134 3.84715
H 5.99567 -5.29818 3.69856
H 4.70353 -5.30573 2.43544
H 4.41317 -4.54021 4.00918
H 7.54428 -3.67996 3.77557
H 7.56322 -2.40156 2.54781
H 7.29584 -5.31467 1.71638
H 8.89454 -4.56914 1.95873
H 8.54434 -3.79836 0.01221
C 2.92335 8.00276 1.50438
N 1.57718 8.07472 2.09235
C 1.51288 9.14722 3.17942
C 0.60881 8.48344 1.00420
C 1.16207 6.70795 2.75025
C 1.67187 5.51438 2.02183
O 1.28280 5.58016 0.69388
H 3.64345 7.71882 2.29173
H 3.15023 8.96026 1.13952
H 2.91136 7.23877 0.75969
H 0.58362 9.05739 3.83952
H 1.52062 10.17318 2.73871
H 2.35014 8.93433 3.86065
H 0.92620 9.48581 0.76739
H -0.41494 8.53276 1.32102
H 0.65385 7.86128 0.13648
H 0.05152 6.64600 2.77203
H 1.51287 6.71552 3.83921
H 1.15322 4.69370 2.56057
H 2.73878 5.30489 2.15665
H 0.35666 5.09325 0.61577
C 2.00891 2.09105 -5.68085
N 1.64608 2.40135 -4.32059
C 2.20928 1.38778 -3.38137
C 2.16915 3.79765 -3.98244
C 0.17020 2.39258 -3.97794
C -0.18463 2.77589 -2.51352
O 0.07894 4.09810 -2.21632
H 1.43555 1.23974 -6.05613
H 3.05675 1.96298 -5.82121
H 1.71997 2.93806 -6.28304
H 2.28448 1.70086 -2.31701
H 3.26889 1.17328 -3.73583
H 1.63507 0.49403 -3.53332
H 3.19741 3.82636 -4.43311
H 2.17517 3.90515 -2.90075
H 1.45822 4.49586 -4.49342
H -0.23647 1.40919 -4.14024
H -0.27507 3.11145 -4.70465
H 0.24960 2.06005 -1.91990
H -1.33878 2.72007 -2.57668
H -0.33338 4.37752 -1.35019
C -1.04748 -0.86937 1.55631
N -0.26712 -0.78918 0.19326
C -0.26324 -2.12638 -0.44584
C -1.15021 0.04986 -0.65264
C 1.11022 -0.22391 0.29330
C 2.12285 -1.00677 1.16648
O 1.59570 -1.29917 2.40590
H -2.09366 -1.18269 1.31363
H -1.01641 0.15322 1.97403
H -0.51280 -1.56458 2.25259
H -1.28641 -2.37275 -0.76207
H 0.21637 -2.84742 0.21048
H 0.28018 -2.02125 -1.36947
H -2.18290 -0.28139 -0.56453
H -0.81266 -0.15353 -1.65061
H -1.01526 1.02617 -0.31372
H 0.98548 0.82214 0.72731
H 1.55538 -0.12815 -0.71677
H 3.13154 -0.52637 1.21821
H 2.39903 -1.89959 0.64130
H 1.96260 -2.17576 2.79287
C -2.70128 -0.74110 -3.47838
O -3.24535 -2.01617 -3.92476
O -1.38888 -0.56741 -3.51443
C -3.50614 0.23846 -4.39234
F -4.81522 0.32683 -3.96644
F -2.95399 1.40329 -4.37374
F -3.52027 -0.13339 -5.65866
C -3.28270 -3.10990 -3.00927
C -4.12649 -4.25738 -3.64107
H -4.19945 -5.11967 -3.05892
H -5.17803 -3.93931 -3.88801
H -3.68530 -4.64329 -4.61427
H -3.74550 -2.85012 -2.05612
H -2.29944 -3.55086 -2.93192
H -3.14168 -0.53329 -2.52249
C 1.98096 -4.65867 2.69865
O 1.97133 -4.19364 1.32261
O 2.56243 -3.74387 3.46435
C 0.54781 -4.95142 3.13713
F 0.49137 -5.71193 4.27998
F -0.15342 -3.83816 3.43499
F -0.14652 -5.55676 2.13067
C 2.13972 -5.33522 0.43946
C 1.76148 -5.08049 -1.08578
H 0.69496 -5.24627 -1.18140
H 1.98948 -4.06509 -1.39013
H 2.24761 -5.76168 -1.79751
H 1.49629 -6.18773 0.82804
H 3.18154 -5.73129 0.54789
H 2.46020 -5.68774 2.73369
C -4.73671 0.53451 3.30858
O -5.77057 1.55292 3.53224
O -3.99778 0.75443 2.23804
C -3.80384 0.42359 4.51351
F -4.40889 -0.20450 5.59564
F -2.65743 -0.30275 4.39009
F -3.40507 1.57165 5.06926
C -6.66964 1.20872 4.58266
C -6.62276 2.23741 5.65777
H -5.84719 2.17306 6.46735
H -6.52754 3.21103 5.10035
H -7.57458 2.42740 6.15642
H -6.53046 0.22494 4.95151
H -7.66984 1.34781 4.15556
H -5.28153 -0.46759 3.46578
C -2.05289 4.40855 0.75143
O -2.70680 5.70775 0.45310
O -0.76535 4.26999 0.29305
C -2.19278 4.31372 2.28909
F -1.40593 3.21613 2.67667
F -1.86268 5.38890 2.98045
F -3.43086 4.00559 2.63708
C -3.35627 5.75619 -0.80404
C -3.32534 7.20238 -1.24332
H -2.25351 7.48194 -1.21100
H -3.55686 7.29764 -2.30971
H -3.94903 7.82755 -0.59832
H -4.35599 5.36086 -0.77611
H -2.82856 5.05159 -1.52632
H -2.63934 3.58892 0.31435
C 3.67974 -1.35588 -2.97862
O 4.34554 -0.93702 -4.22977
O 2.44531 -1.71052 -3.06057
C 4.60017 -2.41894 -2.46360
F 5.84651 -1.97879 -2.09618
F 4.13931 -2.93521 -1.27385
F 4.75307 -3.39481 -3.38479
C 4.01740 -1.66265 -5.41403
C 5.36996 -1.58153 -6.24289
H 5.73560 -0.56800 -6.14458
H 6.05305 -2.26767 -5.72796
H 5.33205 -1.86500 -7.26915
H 3.20206 -1.24670 -6.04204
H 3.85068 -2.63620 -5.14906
H 3.87487 -0.45028 -2.32294
*
```

Calculated values
- E_tot: -5331.914581 a.u.
- Kohn-Sham gap: 7.62 eV
- E_HOMO: -10.754 eV

=====

C55H137N3O41P8 as an isolated structure. Source: the OMol25 dataset; level of theory: ωB97M-V/def2-TZVPD.

```
! RIJCOSX wB97M-V def2-TZVPD def2/J DEFGRID3
* xyz 0 1
C -0.62262 -7.10356 -7.60048
C -0.17595 -6.74808 -6.20564
O -1.05418 -5.76663 -5.60541
P -2.16717 -6.17485 -4.61430
O -1.85767 -7.07498 -3.50206
O -2.63569 -4.69581 -4.17956
C -2.91040 -4.45289 -2.70025
C -3.40287 -3.05389 -2.74164
O -3.30352 -6.68051 -5.57915
C -4.15470 -7.73427 -5.18322
C -5.63840 -7.30769 -5.34615
H 0.19956 -7.61862 -8.04310
H -1.45469 -7.78511 -7.57431
H -0.75228 -6.28095 -8.31498
H -0.05965 -7.63048 -5.58785
H 0.81621 -6.29440 -6.34754
H -3.76081 -5.10017 -2.31257
H -1.95282 -4.55031 -2.16189
H -4.13384 -2.95035 -3.51571
H -3.93155 -2.67557 -1.86027
H -2.61108 -2.35213 -2.86984
H -3.80627 -8.54016 -5.93336
H -4.00645 -8.15611 -4.18437
H -5.90294 -6.58203 -4.60603
H -5.86028 -6.91092 -6.44311
H -6.19327 -8.20140 -5.23334
C -0.23613 -3.52233 3.88706
C 1.06344 -3.07717 3.26671
O 2.02798 -3.14095 4.36503
P 3.37847 -2.34235 4.10762
O 3.30107 -0.94636 3.64003
O 4.02915 -2.52917 5.54029
C 4.04453 -1.38096 6.42680
C 5.48027 -1.11742 6.80550
O 4.08667 -3.38110 3.17733
C 5.05821 -2.88550 2.19017
C 5.16134 -3.71230 0.99839
H -0.52243 -2.76746 4.67731
H -0.99470 -3.33983 3.13734
H -0.10903 -4.56912 4.19675
H 1.35137 -3.88511 2.49687
H 1.02141 -2.12464 2.75120
H 3.60519 -0.47336 5.96675
H 3.42648 -1.67901 7.20107
H 5.88312 -1.64549 7.63030
H 6.02913 -1.32238 5.86455
H 5.63259 -0.01949 7.03253
H 4.84307 -1.89934 1.81682
H 6.06111 -2.71449 2.73170
H 5.97371 -3.37136 0.36322
H 5.27272 -4.76276 1.32582
H 4.22473 -3.81602 0.43803
C -8.43790 2.41492 0.39985
C -7.10473 2.80902 1.05690
O -6.23126 3.19414 -0.06472
P -4.70409 3.44516 0.40637
O -4.59814 3.41617 1.87865
O -3.90853 2.32352 -0.34756
C -4.06336 1.91499 -1.71459
C -4.16423 0.39413 -1.71543
O -4.16537 4.75750 -0.25628
C -4.13006 6.07157 0.22711
C -3.27417 6.22170 1.43595
H -8.84338 3.20716 -0.22444
H -8.12489 1.70394 -0.28655
H -9.17120 2.00493 1.14890
H -7.18266 3.58294 1.89016
H -6.57646 1.98736 1.58430
H -4.97285 2.37239 -2.12399
H -3.18281 2.26481 -2.24244
H -4.93562 -0.06744 -1.08570
H -4.27192 -0.03061 -2.76860
H -3.24950 0.03816 -1.29097
H -3.64620 6.63079 -0.53912
H -5.12932 6.42541 0.26324
H -3.33917 7.24868 1.84960
H -3.58083 5.53520 2.20346
H -2.21053 6.10884 1.27425
C -0.74659 -0.15117 -2.06354
C -0.45345 -0.53897 -3.46004
O 0.56662 0.49372 -3.90405
P 0.19899 1.30956 -5.14848
O -0.66324 0.63997 -6.13447
O -0.42134 2.63123 -4.45615
C -0.46559 3.87741 -5.11641
C -1.58568 3.77093 -6.19188
O 1.61033 1.95563 -5.60569
C 2.40674 0.97048 -6.25481
C 3.49839 1.59037 -6.95879
H 0.14021 -0.32851 -1.53509
H -1.09681 0.87690 -1.83178
H -1.41205 -0.87364 -1.60687
H 0.01789 -1.56331 -3.34931
H -1.24332 -0.55363 -4.19871
H -0.70497 4.60690 -4.35538
H 0.52449 4.15360 -5.48799
H -2.55808 3.63559 -5.76509
H -1.62117 4.61873 -6.90366
H -1.32572 2.90518 -6.79594
H 2.69465 0.28064 -5.40762
H 1.76989 0.34331 -6.95878
H 3.93301 2.16336 -6.11409
H 4.20994 0.88198 -7.24824
H 3.19652 2.24101 -7.75988
C 6.55119 3.38096 -2.04372
C 5.40160 2.67868 -1.37980
O 5.76808 1.31940 -1.07665
P 6.53562 0.76609 0.15684
O 6.37025 -0.71773 0.25920
O 8.00099 1.19675 -0.16833
C 9.12704 0.73692 0.58214
C 10.35823 1.33206 -0.07911
O 6.26365 1.75378 1.42274
C 5.11127 1.63796 2.38167
C 3.72763 2.12502 1.90066
H 6.41949 4.49557 -1.91678
H 7.48052 3.19198 -1.56685
H 6.64747 3.15109 -3.12765
H 5.11668 3.05759 -0.38632
H 4.45511 2.55658 -2.00124
H 9.06090 1.05290 1.61513
H 9.15822 -0.35882 0.50883
H 11.23700 1.34091 0.56185
H 10.69318 0.77654 -0.90612
H 10.28357 2.37241 -0.36456
H 5.02982 0.59753 2.63989
H 5.38317 2.17124 3.26373
H 3.04623 1.61506 2.63293
H 3.53479 3.13795 2.06422
H 3.44017 1.71675 0.94226
C -7.20246 2.86182 9.11049
C -5.90483 3.31903 8.44456
O -5.90625 2.93373 7.10664
P -4.89916 1.84587 6.44287
O -4.14354 1.03035 7.35747
O -5.82725 1.26053 5.29853
C -7.08953 0.50471 5.58402
C -6.72925 -0.98555 5.87028
O -3.87712 2.71822 5.67264
C -4.23481 3.79171 4.74751
C -4.13515 5.14527 5.53097
H -7.05380 2.92618 10.12297
H -8.00609 3.55331 8.88855
H -7.40772 1.84931 8.81800
H -5.98235 4.44377 8.43808
H -5.00275 3.01051 8.97357
H -7.61427 0.98652 6.40043
H -7.55782 0.63190 4.62220
H -6.16546 -1.06621 6.79119
H -7.62598 -1.64995 5.79958
H -6.10751 -1.35749 5.10971
H -3.55506 3.86929 3.91174
H -5.21966 3.66857 4.31416
H -3.77120 4.89496 6.52648
H -3.46653 5.85518 5.09357
H -5.13775 5.56795 5.59368
C 4.04251 6.32899 0.15169
C 2.78474 6.65447 0.92080
O 2.36120 5.42506 1.55543
P 0.76087 5.18823 1.66133
O -0.06448 6.13466 0.95835
O 0.61744 3.63705 1.33489
C 0.51432 3.60385 -0.14642
C -0.93526 3.72462 -0.59598
O 0.50299 5.20682 3.23254
C 1.14881 4.28009 4.22628
C 0.28185 4.30869 5.50690
H 4.39421 7.27083 -0.32566
H 4.80845 5.92594 0.76479
H 3.77662 5.62843 -0.60599
H 3.02629 7.46651 1.56386
H 1.97433 7.00415 0.24483
H 1.12638 4.36545 -0.59423
H 0.92053 2.65974 -0.44303
H -0.98801 3.56069 -1.66313
H -1.55787 2.97585 -0.14548
H -1.42234 4.66153 -0.32243
H 1.20528 3.24431 3.83704
H 2.09598 4.69519 4.41238
H -0.77996 3.98862 5.30429
H 0.67256 3.55309 6.22033
H 0.15520 5.28035 5.97103
C 0.03381 -2.97815 -7.52049
C 0.87180 -2.68941 -6.34892
O 1.72642 -3.93007 -5.94431
P 2.30169 -3.98852 -4.50241
O 1.48490 -3.36914 -3.45818
O 2.58614 -5.62685 -4.36756
C 1.98066 -6.14300 -3.16028
C 2.78471 -7.42690 -2.93636
O 3.82097 -3.36531 -4.45699
C 4.62548 -3.64216 -5.56373
C 5.34487 -4.95605 -5.45163
H 0.66923 -3.19352 -8.38414
H -0.55796 -3.91468 -7.49476
H -0.57639 -2.07092 -7.72185
H 1.62302 -1.91965 -6.59802
H 0.21327 -2.43914 -5.45349
H 2.11078 -5.46139 -2.29940
H 0.95233 -6.30889 -3.34470
H 2.65445 -7.97269 -3.82312
H 3.85009 -7.21371 -2.75637
H 2.35910 -7.96825 -2.08340
H 3.97880 -3.62435 -6.41381
H 5.33752 -2.82894 -5.60922
H 5.79838 -5.06582 -6.45816
H 6.16502 -4.89416 -4.67187
H 4.59756 -5.77373 -5.26806
C -1.11098 1.12831 6.60049
N 0.17902 0.53398 7.27000
O 0.29555 -0.64912 7.30930
O 0.96165 1.37521 7.67596
H -1.28967 2.19112 6.91850
H -1.92511 0.50135 7.03479
H -1.04454 1.03064 5.56163
C 3.52902 -1.21667 -1.60617
N 3.42420 -0.04177 -2.44389
O 4.04285 -0.08758 -3.48995
O 2.84496 0.99208 -2.01997
H 4.52423 -1.20583 -1.21076
H 3.47014 -2.01786 -2.40274
H 2.70981 -1.25700 -0.93563
C -4.04926 0.00028 2.62705
N -5.34586 -0.63721 2.16801
O -6.33338 -0.63116 2.89226
O -5.35918 -1.13348 1.06911
H -3.32070 -0.61831 2.07565
H -3.97609 0.02827 3.71082
H -3.97038 1.03891 2.20763
C -0.92212 0.71949 2.80619
C -0.73391 0.58793 1.34081
O 0.20771 -0.47591 1.08314
C -0.31753 -1.64301 0.77360
O -1.46921 -1.96547 0.76958
O 0.73659 -2.45411 0.28925
C 0.36083 -3.74367 -0.15861
H 0.03152 0.94241 3.26536
H -1.21811 -0.28135 3.26247
H -1.59212 1.54141 2.98771
H -0.31022 1.47068 0.86487
H -1.64885 0.36969 0.79921
H 0.67813 -4.48628 0.60248
H 0.92308 -3.86365 -1.05393
H -0.75045 -3.81006 -0.19683
*
```

Calculated values
- E_tot: -8158.232212 a.u.
- Kohn-Sham gap: 10.81 eV
- E_HOMO: -10.379 eV